Entry 1:
Here is a molecular structure, C30H24BrCl3N3O2RuTe at a distorted geometry from OMol25. Energies are from ωB97M-V/def2-TZVPD.

Structure (XYZ):
```
65
C30H24BrCl3N3O2RuTe, DFT ωB97M-V/def2-TZVPD
Ru 0.800 -0.321 0.348
C 6.876 -0.282 -0.016
C 5.620 -0.266 0.785
C 5.630 -0.275 2.181
C 4.438 -0.259 2.893
C 3.273 -0.255 2.155
Br 1.524 -0.238 2.980
N 3.227 -0.265 0.832
C 4.371 -0.254 0.160
H 7.745 -0.293 0.636
H 6.940 0.594 -0.661
H 6.915 -1.164 -0.656
H 6.568 -0.289 2.715
H 4.413 -0.252 3.971
H 4.279 -0.234 -0.919
Cl 0.961 4.374 -5.355
C 1.061 3.624 -3.829
C 1.091 2.221 -3.734
C 1.148 1.640 -2.494
Cl 1.184 -0.080 -2.323
C 1.157 2.389 -1.269
O 1.111 1.844 -0.135
C 1.188 3.821 -1.430
Cl 1.300 4.780 -0.025
C 1.125 4.406 -2.674
H 1.070 1.613 -4.627
H 1.138 5.483 -2.742
N -2.658 -4.703 0.752
C -1.549 -5.452 0.598
O -1.558 -6.658 0.591
C -0.245 -4.711 0.399
C 0.925 -5.450 0.222
C 2.115 -4.778 -0.002
C 2.102 -3.392 -0.072
N 0.988 -2.682 0.105
C -0.147 -3.331 0.351
H -3.533 -5.186 0.889
H -2.676 -3.701 0.784
H 0.873 -6.529 0.261
H 3.040 -5.312 -0.137
H 3.007 -2.834 -0.280
H -1.024 -2.711 0.514
Te -1.897 -0.149 0.167
C -4.084 -0.311 0.171
C -4.757 -0.397 1.378
C -6.144 -0.399 1.372
C -6.839 -0.324 0.176
C -6.149 -0.256 -1.023
C -4.763 -0.253 -1.035
C -1.922 1.969 0.380
C -1.961 2.781 -0.743
C -1.978 4.156 -0.578
C -1.965 4.707 0.694
C -1.929 3.884 1.808
C -1.899 2.508 1.658
H -4.227 -0.455 2.319
H -6.674 -0.457 2.310
H -7.918 -0.318 0.179
H -6.684 -0.202 -1.960
H -4.234 -0.203 -1.977
H -1.985 2.342 -1.733
H -2.011 4.793 -1.449
H -1.988 5.780 0.817
H -1.933 4.311 2.800
H -1.874 1.861 2.526
```

Computed properties:
Multiplicity   2
Net charge   +2
Kohn-Sham gap (spin up / spin down)   3.89 / 3.83 eV
⟨S²⟩   0.96
Energy relative to the best compared isomer or geometry (same formula, charge and spin)   105.5 kcal per mole
E_tot   -5789.204530 Eh
LUMO level (spin up / spin down)   -8.97 / -9.07 eV

Entry 2:
Here is C6H11FO4 in the gas phase at a distorted geometry from OMol25. Energies are from ωB97M-V/def2-TZVPD.

Structure (XYZ):
```
22
C6H11FO4, DFT ωB97M-V/def2-TZVPD
C 2.407 -0.861 0.861
O 2.929 0.274 0.134
C 1.908 1.254 -0.144
C 0.992 0.901 -1.420
O 0.609 1.776 -2.237
O 0.623 -0.454 -1.697
C -0.710 -0.771 -1.259
F -1.607 -0.624 -2.376
C -1.264 0.112 -0.049
C -2.573 -0.527 0.670
O -3.051 0.507 1.602
H 1.851 -1.623 0.194
H 3.327 -1.435 1.258
H 1.680 -0.582 1.705
H 2.402 2.267 -0.389
H 1.304 1.433 0.816
H -0.728 -1.885 -0.967
H -1.616 1.138 -0.449
H -0.488 0.248 0.787
H -3.376 -0.855 -0.068
H -2.317 -1.431 1.328
H -2.303 1.137 1.700
```

Computed properties:
Multiplicity   1
Net charge   0
Kohn-Sham gap   10.79 eV
Energy relative to the best compared isomer or geometry (same formula, charge and spin)   34.8 kcal per mole
E_tot   -635.950800 Eh
LUMO level   0.29 eV

Entry 3:
Here is C2H4O2S in the gas phase at a distorted geometry from OMol25. Energies are from ωB97M-V/def2-TZVPD.

Structure (XYZ):
```
9
C2H4O2S, DFT ωB97M-V/def2-TZVPD
O -1.056 -1.461 -1.146
C -0.232 -0.671 -0.713
S 1.003 0.106 -1.780
C -0.191 -0.239 0.721
O 0.040 1.174 0.909
H 1.690 0.775 -0.758
H -1.237 -0.561 1.146
H 0.628 -0.827 1.232
H -0.644 1.703 0.389
```

Computed properties:
Multiplicity   1
Net charge   0
Kohn-Sham gap   10.57 eV
Energy relative to the best compared isomer or geometry (same formula, charge and spin)   21.2 kcal per mole
E_tot   -627.250365 Eh
LUMO level   0.47 eV

Entry 4:
Here is a molecular structure, C42H84F18K2N3O30S6 at a distorted geometry from OMol25. Energies are from ωB97M-V/def2-TZVPD.

Structure (XYZ):
```
185
C42H84F18K2N3O30S6, DFT ωB97M-V/def2-TZVPD
K -1.406 -2.383 -2.464
K 3.515 0.780 -3.160
C 5.091 -3.790 -6.396
F 5.121 -4.084 -7.742
F 4.930 -4.910 -5.599
F 6.390 -3.387 -6.112
S 3.804 -2.384 -6.014
O 2.542 -3.094 -5.697
O 4.502 -1.627 -4.996
N 3.788 -1.512 -7.523
S 2.765 -0.382 -7.080
O 1.342 -0.733 -7.236
O 3.147 0.301 -5.858
C 3.182 1.000 -8.334
F 4.480 1.380 -8.130
F 3.068 0.394 -9.511
F 2.300 1.909 -8.095
C -1.307 2.712 6.020
F -2.366 1.947 5.861
F -1.512 3.681 6.955
F -0.336 2.019 6.391
S -0.892 3.652 4.296
O 0.131 4.700 4.644
O -0.393 2.559 3.432
N -2.481 4.385 4.039
S -2.941 3.447 2.815
O -2.306 3.964 1.605
O -2.929 1.991 3.061
C -4.674 4.082 2.424
F -5.546 3.215 3.022
F -4.806 5.398 2.839
F -5.108 4.026 1.182
C 2.180 -2.145 -1.934
F 1.560 -3.331 -1.673
F 3.618 -2.144 -1.929
F 1.792 -1.846 -3.118
S 1.595 -0.918 -0.544
O 1.681 -1.881 0.549
O 2.616 0.144 -0.524
N 0.030 -0.469 -1.173
S -0.486 0.534 0.011
O -0.401 -0.054 1.337
O -0.021 1.902 -0.212
C -2.376 0.588 -0.411
F -3.068 1.531 0.299
F -2.584 0.762 -1.763
F -2.861 -0.593 -0.149
C 5.050 5.828 4.363
O 4.581 4.480 4.498
C 3.689 4.116 5.572
C 3.673 2.677 5.876
O 3.430 1.967 4.665
C 2.476 0.910 4.678
C 2.202 0.462 3.246
O 3.378 0.220 2.462
C 4.348 -0.617 3.075
H 4.382 6.688 4.337
H 5.428 5.857 3.341
H 5.788 6.026 5.140
H 2.662 4.473 5.494
H 4.046 4.727 6.401
H 2.838 2.474 6.547
H 4.509 2.273 6.447
H 1.536 1.145 5.178
H 2.825 0.031 5.219
H 1.512 1.094 2.688
H 1.746 -0.512 3.422
H 4.845 -1.170 2.278
H 3.885 -1.486 3.544
H 5.096 -0.111 3.685
C 4.323 10.529 -0.175
O 5.051 9.340 -0.330
C 4.214 8.296 0.056
C 4.176 7.961 1.540
O 3.758 6.585 1.756
C 2.359 6.273 1.592
C 2.247 4.745 1.761
O 3.195 4.142 0.845
C 2.728 4.002 -0.498
H 5.014 11.307 0.147
H 3.611 10.604 0.646
H 3.657 10.833 -0.982
H 4.651 7.414 -0.411
H 3.268 8.412 -0.472
H 3.444 8.532 2.111
H 5.157 8.084 2.000
H 2.129 6.437 0.539
H 1.880 6.819 2.404
H 1.179 4.533 1.726
H 2.529 4.337 2.731
H 3.547 3.499 -1.012
H 2.592 4.989 -0.939
H 1.831 3.432 -0.738
C -3.937 -1.587 -5.573
O -2.680 -1.220 -5.038
C -1.553 -1.332 -5.842
C -1.182 -2.835 -6.103
O -0.860 -3.475 -4.879
C -0.518 -4.868 -5.105
C -0.029 -5.547 -3.815
O -0.960 -5.076 -2.765
C -0.579 -5.624 -1.493
H -4.017 -2.663 -5.730
H -4.271 -0.999 -6.428
H -4.652 -1.432 -4.765
H -0.814 -0.751 -5.292
H -1.628 -0.796 -6.788
H -0.354 -2.863 -6.812
H -1.979 -3.478 -6.475
H 0.197 -5.113 -5.892
H -1.386 -5.465 -5.382
H 1.024 -5.321 -3.652
H -0.047 -6.637 -3.825
H 0.187 -6.399 -1.488
H -1.459 -6.104 -1.064
H -0.103 -4.874 -0.861
C -1.697 -2.578 2.450
O -2.266 -1.845 3.614
C -3.509 -1.167 3.601
C -4.779 -2.062 3.692
O -4.981 -2.697 4.960
C -5.951 -2.063 5.876
C -5.850 -2.970 7.134
O -4.548 -3.005 7.576
C -4.283 -3.507 8.831
H -1.961 -2.313 1.427
H -1.859 -3.639 2.640
H -0.618 -2.460 2.544
H -3.483 -0.604 2.669
H -3.439 -0.475 4.440
H -4.663 -2.862 2.962
H -5.623 -1.450 3.373
H -6.995 -2.084 5.563
H -5.697 -1.037 6.142
H -6.368 -3.929 7.139
H -6.580 -2.409 7.716
H -4.548 -4.565 8.852
H -4.842 -2.891 9.536
H -3.203 -3.551 8.972
C -6.156 2.378 -1.851
O -6.937 3.420 -1.392
C -8.032 2.973 -0.550
C -8.793 4.220 -0.222
O -9.364 4.940 -1.272
C -10.287 4.314 -2.090
C -10.871 5.244 -3.146
O -9.891 5.579 -4.144
C -10.293 6.678 -4.980
H -6.679 1.713 -2.539
H -5.723 1.789 -1.043
H -5.311 2.819 -2.380
H -7.566 2.548 0.340
H -8.641 2.205 -1.026
H -8.035 4.816 0.286
H -9.665 4.199 0.432
H -11.193 4.021 -1.561
H -9.989 3.360 -2.526
H -11.431 5.959 -2.543
H -11.627 4.626 -3.632
H -9.433 6.983 -5.576
H -10.777 7.511 -4.471
H -10.967 6.316 -5.757
C 4.772 -4.966 -0.392
O 5.511 -6.162 -0.406
C 5.966 -6.722 0.817
C 7.287 -7.559 0.568
O 7.094 -8.465 -0.463
C 8.140 -9.492 -0.560
C 7.737 -10.671 -1.463
O 7.654 -10.381 -2.847
C 6.450 -10.915 -3.522
H 3.852 -5.005 0.191
H 4.517 -4.662 -1.407
H 5.302 -4.135 0.074
H 5.168 -7.441 1.003
H 6.103 -6.005 1.626
H 7.551 -8.076 1.490
H 8.021 -6.842 0.199
H 8.335 -9.856 0.449
H 9.091 -9.010 -0.784
H 6.730 -10.920 -1.129
H 8.428 -11.493 -1.278
H 6.517 -11.995 -3.396
H 6.352 -10.755 -4.595
H 5.592 -10.451 -3.035
```

Computed properties:
Multiplicity   1
Net charge   -1
Kohn-Sham gap   7.58 eV
E_tot   -9458.187563 Eh
LUMO level   1.05 eV

Entry 5:
Here is C6H10N2O in the gas phase at a distorted geometry from OMol25. Energies are from ωB97M-V/def2-TZVPD.

Structure (XYZ):
```
19
C6H10N2O, DFT ωB97M-V/def2-TZVPD
H -3.478 0.814 1.441
N -2.483 0.927 1.232
C -2.058 0.310 0.232
C -0.468 0.635 -0.315
C -0.454 0.763 -1.830
C 0.298 -0.481 0.189
C 0.061 -1.726 0.540
C 1.949 0.060 0.130
N 2.629 -0.262 1.257
O 2.488 0.564 -0.831
H -2.648 -0.370 -0.405
H -0.204 1.567 0.186
H -0.744 -0.176 -2.299
H -1.138 1.549 -2.144
H 0.548 1.030 -2.160
H 0.866 -2.390 0.819
H -0.938 -2.132 0.575
H 2.160 -0.637 2.061
H 3.613 -0.044 1.322
```

Computed properties:
Multiplicity   1
Net charge   0
Kohn-Sham gap   9.91 eV
Energy relative to the best compared isomer or geometry (same formula, charge and spin)   41.4 kcal per mole
E_tot   -419.320519 Eh
LUMO level   0.91 eV

Entry 6:
Here is a molecular structure, C41H39AsF6IrNO6S2SbSi at a distorted geometry from OMol25. Energies are from ωB97M-V/def2-TZVPD.

Structure (XYZ):
```
99
C41H39AsF6IrNO6S2SbSi, DFT ωB97M-V/def2-TZVPD
Ir -0.388 -1.039 -0.300
F -1.427 -3.893 3.897
C -1.102 -2.626 4.110
F -2.143 -1.943 4.535
F -0.150 -2.579 5.032
S -0.395 -1.834 2.547
O -1.160 -0.613 2.417
O 1.010 -1.811 2.789
N -0.736 -2.803 1.278
S -2.330 -2.830 0.910
O -2.636 -1.884 -0.166
O -3.180 -2.848 2.050
C -2.363 -4.464 0.041
F -1.616 -4.346 -1.057
F -3.605 -4.747 -0.295
F -1.860 -5.408 0.810
C -2.762 4.144 -3.682
C -1.789 3.157 -3.761
C -1.601 2.285 -2.697
C -2.396 2.398 -1.562
C -3.375 3.385 -1.483
C -3.553 4.259 -2.546
Sb -2.038 1.171 0.139
C -4.003 0.795 0.800
C -5.032 0.686 -0.129
C -6.321 0.416 0.307
C -6.575 0.243 1.662
C -5.541 0.329 2.584
C -4.249 0.597 2.156
C -1.379 2.706 1.448
C -0.027 3.029 1.518
C 0.392 4.076 2.329
C -0.537 4.804 3.060
C -1.885 4.485 2.984
C -2.310 3.433 2.182
H -2.905 4.828 -4.509
H -1.180 3.068 -4.651
H -0.839 1.515 -2.751
H -3.998 3.475 -0.600
H -4.308 5.031 -2.486
H -4.838 0.824 -1.187
H -7.128 0.340 -0.410
H -7.582 0.034 1.999
H -5.739 0.185 3.638
H -3.439 0.647 2.874
H 0.702 2.468 0.948
H 1.445 4.318 2.390
H -0.211 5.617 3.695
H -2.611 5.052 3.553
H -3.365 3.193 2.128
O 1.033 0.172 0.770
As 2.631 -0.391 0.798
C 2.951 -2.246 0.444
C 2.661 -2.716 -0.837
C 3.027 -4.005 -1.188
C 3.704 -4.805 -0.276
C 3.990 -4.332 0.997
C 3.607 -3.051 1.367
C 3.561 0.190 2.352
C 2.879 0.952 3.291
C 3.550 1.390 4.423
C 4.887 1.065 4.606
C 5.566 0.314 3.654
C 4.905 -0.127 2.519
C 3.415 0.462 -0.741
C 4.746 0.246 -1.087
C 5.270 0.855 -2.215
C 4.470 1.678 -2.998
C 3.141 1.886 -2.658
C 2.610 1.276 -1.530
H 2.162 -2.076 -1.557
H 2.812 -4.378 -2.181
H 4.019 -5.800 -0.561
H 4.526 -4.955 1.700
H 3.797 -2.687 2.369
H 1.832 1.189 3.137
H 3.028 1.981 5.164
H 5.405 1.398 5.495
H 6.610 0.070 3.799
H 5.433 -0.717 1.781
H 5.372 -0.406 -0.490
H 6.306 0.690 -2.483
H 4.885 2.158 -3.874
H 2.518 2.526 -3.270
H 1.569 1.421 -1.270
C 0.008 -3.133 -4.033
Si -0.450 -1.353 -3.722
C -2.293 -1.142 -3.915
C 0.512 -0.215 -4.838
O -0.041 -0.954 -2.159
H -0.294 -3.440 -5.036
H -0.487 -3.782 -3.308
H 1.088 -3.277 -3.942
H -2.629 -1.510 -4.886
H -2.587 -0.095 -3.819
H -2.801 -1.714 -3.133
H 0.418 -0.516 -5.883
H 1.571 -0.235 -4.568
H 0.163 0.817 -4.749
```

Computed properties:
Multiplicity   5
Net charge   +1
Kohn-Sham gap (spin up / spin down)   8.66 / 6.98 eV
⟨S²⟩   6.01
Energy relative to the best compared isomer or geometry (same formula, charge and spin)   0.0 kcal per mole
E_tot   -6357.071485 Eh
LUMO level (spin up / spin down)   -1.95 / -4.57 eV